[1]
Here is C10H6Cl12Cr2O4 as an isolated structure from the OMol25 dataset. Energies are from ωB97M-V/def2-TZVPD.

Values from the calculation:
- Charge: +2
- ΔE to the lowest compared entry with this formula, charge and spin: 2.393 eV
- HOMO energy (spin up / spin down): -14.959 / -14.959 eV
- 2S+1: 9

The geometry in XYZ format:
```
34
Properties=species:S:1:pos:R:3:forces:R:3
Cr -1.508 -3.506 1.098 2.9 1.1 -2.1
Cr 1.263 3.180 1.798 0.1 -2.2 -1.4
C -0.424 -0.088 -0.361 1.9 4.7 0.7
C 0.422 0.957 0.245 -0.6 -5.0 0.5
C 1.520 0.413 1.259 -1.1 -4.0 -2.1
O 2.103 1.313 1.863 0.5 2.5 1.3
C 1.732 -1.066 1.434 0.2 4.6 0.6
C 0.871 -1.924 0.844 -0.8 -1.6 0.3
C -0.197 -1.394 -0.118 -0.7 -0.4 -0.3
O -1.086 -2.165 -0.643 -0.3 -2.8 2.5
O 0.824 -3.171 1.220 -2.8 0.9 -0.8
O 0.230 2.172 0.238 0.5 2.4 1.0
H -1.272 0.284 -0.915 -0.1 -0.3 -0.3
H 2.351 -1.397 2.254 0.3 0.0 -0.1
C -4.432 1.948 -0.160 -0.1 -0.3 0.3
Cl -6.252 1.952 -0.254 1.9 -0.1 0.0
Cl -3.835 3.282 0.863 -0.3 -0.1 -0.2
Cl -3.574 1.919 -1.693 -0.3 0.5 -0.8
H -3.980 1.039 0.238 -1.2 0.1 0.7
C 3.078 1.452 5.851 -0.5 0.7 0.9
Cl 4.201 2.435 6.798 -0.2 -0.2 0.1
Cl 2.423 0.091 6.825 0.7 0.3 -0.9
Cl 3.835 1.124 4.289 -0.2 -0.6 0.2
H 2.203 2.070 5.651 0.2 -0.1 0.0
C -2.104 -0.611 -4.496 -0.2 -0.7 0.5
Cl -0.957 0.601 -3.879 0.1 0.3 -0.4
Cl -1.460 -1.559 -5.863 -0.3 0.7 0.7
Cl -3.703 0.058 -4.810 0.3 0.1 -0.2
H -2.226 -1.237 -3.612 0.0 -0.4 -0.6
C 1.874 -1.549 -3.144 0.0 -0.5 -0.9
Cl 2.912 -0.692 -4.250 -0.2 0.8 -0.4
Cl 2.860 -1.938 -1.768 0.1 -0.4 1.1
Cl 1.301 -3.017 -3.981 -0.2 0.2 0.5
H 1.006 -0.976 -2.819 0.2 0.0 -0.3
```
Forces are in eV/Å.



[2]
Here is an isolated molecule of C10H6Cl2OS from the OMol25 dataset. Energies are from ωB97M-V/def2-TZVPD.

Values from the calculation:
- Charge: 0
- ΔE to the lowest compared entry with this formula, charge and spin: 0.000 eV
- HOMO energy (spin up / spin down): -7.685 / -7.929 eV
- 2S+1: 1

The geometry in XYZ format:
```
20
Properties=species:S:1:pos:R:3:forces:R:3
C 2.238 1.144 -0.994 -0.7 -0.9 -0.3
C 2.791 -0.076 -0.553 -0.6 1.4 -1.1
C 0.884 1.442 -0.913 2.0 -1.3 1.1
C 1.938 -0.978 -0.013 0.2 -4.3 2.0
C 0.082 0.571 -0.143 -0.5 0.6 -0.8
C 0.570 -0.721 0.224 0.9 1.9 1.1
C -1.225 1.146 0.198 -0.2 -2.0 -0.7
C -2.645 -0.928 -0.110 -0.4 0.8 -0.4
C -2.518 0.484 0.147 -1.1 0.9 2.0
C -0.297 -1.385 1.255 -0.6 -1.6 0.7
O -3.560 1.122 0.433 0.8 -0.6 -0.9
S -1.639 -2.189 0.274 0.6 -0.3 0.8
Cl -1.437 2.803 0.274 0.4 1.0 0.2
Cl -4.164 -1.365 -0.715 -0.3 -0.4 -0.3
H 2.896 1.776 -1.513 0.6 1.0 -0.6
H 3.828 -0.261 -0.793 0.0 -0.2 0.4
H 0.515 2.352 -1.321 -0.3 0.5 -0.1
H 2.383 -2.054 0.375 -1.3 2.8 -1.0
H -0.009 -2.297 1.919 0.5 1.7 -1.5
H -0.631 -0.586 1.969 -0.3 -0.9 -0.7
```
Forces are in eV/Å.



[3]
Here is C10H6MnNO5S as an isolated structure from the OMol25 dataset. Energies are from ωB97M-V/def2-TZVPD.

Values from the calculation:
- Charge: +3
- ΔE to the lowest compared entry with this formula, charge and spin: 0.906 eV
- HOMO energy (spin up / spin down): -20.886 / -20.919 eV
- 2S+1: 4

The geometry in XYZ format:
```
24
Properties=species:S:1:pos:R:3:forces:R:3
O -0.519 3.536 0.783 -0.6 2.0 -0.7
C -0.806 4.607 0.459 0.6 -2.1 0.7
Mn 0.433 -0.020 -0.975 -0.6 1.8 -2.2
C -0.196 -1.737 -1.020 -2.3 -8.0 0.7
O -0.593 -2.832 -0.922 2.0 5.4 -0.6
C -0.222 -0.898 -3.188 -2.4 -6.2 -5.2
O -0.586 -1.809 -3.873 2.6 6.8 4.7
C 1.775 -0.985 -0.247 8.5 -6.0 3.6
O 2.545 -1.738 0.235 -4.5 4.4 -2.7
C -1.203 -0.078 -0.135 -9.4 0.2 3.4
O -2.285 -0.290 0.304 6.0 1.2 -2.5
H 1.018 1.031 1.258 0.0 -0.2 0.9
S 0.556 0.039 2.116 0.6 0.4 -0.6
C -0.521 1.069 3.044 -1.1 0.8 0.6
N -1.844 0.739 3.062 -0.1 0.8 0.2
C -2.763 1.477 3.756 0.6 -0.8 -0.5
C -2.349 2.578 4.475 0.2 0.3 0.2
C -0.993 2.928 4.492 -0.5 -0.1 0.1
C -0.078 2.165 3.774 0.4 -0.8 -0.6
H -2.173 -0.019 2.462 0.0 0.2 0.6
H -3.787 1.113 3.707 0.1 0.2 0.0
H -3.083 3.155 5.033 0.1 -0.1 -0.1
H -0.653 3.782 5.075 -0.1 -0.1 -0.1
H 0.988 2.375 3.741 -0.2 0.2 0.2
```
Forces are in eV/Å.



[4]
Here is C10H6N2O5Pd as an isolated structure from the OMol25 dataset. Energies are from ωB97M-V/def2-TZVPD.

Values from the calculation:
- Charge: +2
- ΔE to the lowest compared entry with this formula, charge and spin: 2.008 eV
- HOMO energy (spin up / spin down): -16.265 / -16.261 eV
- 2S+1: 3

The geometry in XYZ format:
```
24
Properties=species:S:1:pos:R:3:forces:R:3
O -0.139 -0.368 -3.992 -1.9 -0.5 3.4
C -0.688 -0.671 -3.030 5.0 0.9 -9.0
Pd -1.554 -1.148 -1.513 1.0 -3.1 -0.4
O -2.809 -4.728 -3.403 1.3 3.6 1.8
C -2.466 -3.751 -2.900 -1.2 -3.4 -1.8
C -2.578 0.338 -1.630 -5.5 8.2 -0.6
O -3.229 1.285 -1.706 2.4 -3.6 0.2
C -2.421 -1.625 0.004 -4.7 -4.5 8.2
O -2.970 -1.928 0.966 1.8 1.5 -3.2
N 1.688 2.609 3.091 1.3 -0.8 -0.5
C 0.682 2.139 2.308 -1.2 1.9 1.7
O -0.440 2.597 2.467 0.0 -0.7 -0.8
C 0.893 1.080 1.271 0.8 -1.0 -0.8
C 2.161 0.515 1.022 -0.9 -0.1 -0.3
C 2.309 -0.480 0.063 -0.5 0.0 -0.1
C 1.198 -0.914 -0.647 0.0 0.5 0.4
N -0.030 -0.370 -0.425 2.3 1.5 2.0
C -0.203 0.608 0.512 1.3 -0.2 0.1
H 1.494 3.334 3.797 -0.1 -0.7 -0.8
H 2.655 2.271 3.024 -0.9 0.4 0.2
H 3.048 0.816 1.554 0.0 0.2 0.2
H 3.281 -0.920 -0.125 -0.1 -0.1 -0.1
H 1.313 -1.698 -1.385 -0.2 0.0 -0.1
H -1.194 1.007 0.676 0.0 0.1 0.1
```
Forces are in eV/Å.



[5]
Here is an isolated molecule of C10H6N6O4 from the OMol25 dataset. Energies are from ωB97M-V/def2-TZVPD.

Values from the calculation:
- Charge: 0
- ΔE to the lowest compared entry with this formula, charge and spin: 5.983 eV
- HOMO energy: -7.800 eV
- 2S+1: 1

The geometry in XYZ format:
```
26
Properties=species:S:1:pos:R:3:forces:R:3
N -4.051 -2.091 2.192 1.7 0.8 0.1
C -3.017 -1.545 2.244 -1.4 -0.6 -0.1
C -1.739 -0.905 2.265 0.4 -0.1 -1.0
C -0.602 -1.677 1.612 0.3 -1.1 0.5
C 0.696 -1.055 2.032 1.4 -1.5 -0.1
N 1.911 -1.658 2.283 -0.7 1.3 0.5
O 2.356 -2.807 2.324 -0.7 1.2 -0.4
O 2.768 -0.569 2.736 -0.2 -1.4 -0.8
N 2.125 0.630 2.715 -2.9 -1.6 -0.8
C 0.838 0.299 2.340 2.4 1.8 1.1
C -0.320 1.118 2.455 -2.0 0.1 -0.3
N -0.205 2.540 2.472 0.2 2.4 -0.1
O 0.924 3.058 2.234 -2.1 -1.4 0.5
O -1.221 3.266 2.680 1.6 -1.8 -0.3
C -1.603 0.463 2.510 1.7 0.4 -0.8
H -0.584 -2.783 1.727 -0.1 0.8 1.6
H -2.497 1.071 2.624 0.3 -0.1 0.4
N -0.753 -1.895 0.063 0.2 1.5 0.0
C -0.863 -3.110 -0.419 0.1 -0.3 0.0
N -0.969 -3.040 -1.741 0.1 -0.7 -0.6
C -0.915 -1.704 -2.126 0.1 -0.7 0.0
C -0.781 -0.988 -0.989 0.0 -0.4 0.3
H -0.803 -4.005 0.189 -0.2 0.1 -0.3
H -1.001 -3.878 -2.342 -0.1 1.0 0.4
H -0.920 -1.429 -3.162 -0.1 0.2 -0.1
H -0.680 0.068 -0.849 0.0 0.2 0.2
```
Forces are in eV/Å.



[6]
Here is C10H6NO2PdSe3Te as an isolated structure from the OMol25 dataset. Energies are from ωB97M-V/def2-TZVPD.

Values from the calculation:
- Charge: +1
- HOMO energy (spin up / spin down): -12.035 / -12.323 eV
- 2S+1: 5

The geometry in XYZ format:
```
24
Properties=species:S:1:pos:R:3:forces:R:3
Pd -2.011 0.372 -1.642 0.2 0.5 -0.1
Se -3.157 -1.831 -1.048 -0.1 0.0 -0.1
Se -4.672 -0.504 -1.992 -0.5 -0.4 0.3
Te -3.208 1.204 -3.831 0.6 -0.1 -0.1
Se -0.832 0.775 -3.805 -0.1 0.0 -0.2
O -2.621 2.711 1.564 0.2 0.0 0.0
C -2.254 1.880 0.777 -0.7 -0.1 0.0
O -3.004 1.451 -0.223 0.2 0.2 0.2
C -0.920 1.198 0.916 0.3 0.0 0.0
C -0.108 1.457 2.032 -0.1 0.0 -0.1
C 1.081 0.800 2.129 0.1 -0.1 0.0
C 1.471 -0.114 1.123 0.1 0.0 0.2
C 2.692 -0.829 1.185 0.0 0.0 0.0
C 3.031 -1.705 0.197 -0.1 0.0 -0.1
C 2.160 -1.906 -0.899 0.1 0.0 0.0
C 0.978 -1.230 -0.987 -0.1 0.0 0.0
C 0.611 -0.317 0.026 -0.1 0.0 -0.1
N -0.574 0.367 -0.042 0.2 -0.2 -0.1
H -0.459 2.165 2.768 0.0 0.0 0.0
H 1.738 0.966 2.974 0.0 0.0 0.0
H 3.348 -0.668 2.031 0.0 0.0 0.0
H 3.964 -2.249 0.248 0.0 0.0 0.0
H 2.437 -2.606 -1.676 0.0 0.0 0.0
H 0.310 -1.386 -1.825 0.0 0.0 0.0
```
Forces are in eV/Å.



[7]
Here is C10H70IO28PSi2 as an isolated structure from the OMol25 dataset. Energies are from ωB97M-V/def2-TZVPD.

Values from the calculation:
- Charge: 0
- HOMO energy: -9.186 eV
- 2S+1: 1

The geometry in XYZ format:
```
112
Properties=species:S:1:pos:R:3:forces:R:3
C -0.457 -5.972 0.032 0.2 1.0 0.4
C -0.063 -4.847 -0.161 -0.2 0.2 -0.6
Si 0.359 -3.070 -0.476 0.7 -0.4 1.4
C 2.099 -2.820 0.141 -0.1 0.3 -0.4
C 3.192 -3.354 -0.746 0.0 -0.7 0.1
C 3.016 -4.789 -1.179 0.4 -0.3 0.0
I 5.015 -3.297 0.472 0.2 0.2 -0.2
O -0.635 -2.151 0.548 -0.3 0.3 -1.5
Si -1.785 -1.268 -0.283 0.5 -0.4 -0.9
C -2.832 -2.236 -1.492 -0.9 -0.8 0.4
C -3.959 -1.396 -2.135 0.5 0.5 0.0
C -3.458 -3.557 -0.956 -0.1 0.6 0.7
C -4.321 -3.427 0.322 -0.4 -0.8 -1.2
C -5.328 -4.588 0.281 0.1 0.1 0.4
P -2.948 -0.133 1.271 0.5 -0.6 0.8
O -2.759 -0.840 2.544 0.3 -0.7 0.8
O -4.510 0.007 1.003 0.0 0.9 -0.6
O -2.302 1.360 1.394 -0.7 -0.1 -0.6
H -0.914 -6.799 0.487 -0.2 -0.9 -0.1
H 0.214 -2.712 -1.895 -0.3 0.0 -0.1
H 2.307 -1.767 0.284 -0.3 0.4 0.0
H 2.151 -3.255 1.130 -0.1 -0.3 0.2
H 3.391 -2.736 -1.607 0.1 0.4 0.0
H 3.896 -5.188 -1.667 0.3 0.1 -0.2
H 2.204 -4.918 -1.891 -0.3 0.2 0.0
H 2.839 -5.426 -0.321 -0.2 -0.1 0.2
H -1.023 -0.272 -1.079 -0.1 0.3 0.1
H -2.158 -2.519 -2.295 0.3 0.0 -0.1
H -4.270 -0.530 -1.553 0.0 0.1 0.1
H -3.626 -1.021 -3.096 0.0 0.2 -0.2
H -4.849 -1.983 -2.314 -0.2 -0.3 0.0
H -4.140 -3.899 -1.728 0.0 -0.1 -0.3
H -2.741 -4.357 -0.802 0.3 0.0 0.0
H -3.752 -3.500 1.240 0.1 0.3 -0.1
H -4.906 -2.515 0.256 0.1 0.4 0.3
H -4.882 -5.474 -0.159 0.2 -0.2 0.1
H -5.670 -4.847 1.279 -0.1 -0.1 0.1
H -6.193 -4.344 -0.323 -0.2 0.2 -0.1
H -4.949 -0.354 1.786 -0.1 0.0 0.1
H -1.358 1.189 1.510 0.2 0.2 0.2
O -5.007 3.064 2.440 0.1 0.0 -0.1
H -4.621 3.804 1.957 0.0 0.1 0.1
H -4.498 2.303 2.144 0.0 0.0 0.0
O -3.153 5.424 2.503 0.2 0.2 -0.1
H -2.791 4.809 3.152 -0.1 -0.1 0.0
H -2.658 6.234 2.659 -0.1 0.0 0.3
O -2.052 7.485 0.285 -0.1 0.1 0.1
H -2.335 6.785 0.886 0.1 -0.3 -0.3
H -2.715 7.457 -0.414 -0.2 0.0 0.2
O 7.961 -5.543 0.179 0.1 0.1 0.1
H 8.571 -5.447 0.918 0.0 0.0 0.0
H 7.233 -4.943 0.390 -0.1 -0.1 -0.2
O 2.716 -2.560 3.156 -0.2 -0.1 0.3
H 1.959 -2.554 3.759 0.2 -0.3 0.0
H 3.308 -1.889 3.508 0.0 0.1 -0.2
O 11.053 -5.262 -0.303 0.1 -0.1 0.1
H 11.390 -4.542 -0.848 -0.1 0.2 0.1
H 10.278 -5.577 -0.787 -0.1 0.2 0.1
O 2.453 0.322 2.716 -0.1 0.3 0.1
H 2.801 1.023 2.156 0.0 0.0 0.0
H 1.701 -0.025 2.226 0.1 -0.2 -0.1
O -2.821 9.837 2.184 0.1 0.1 0.2
H -2.455 10.570 1.682 0.0 0.0 0.0
H -2.326 9.069 1.876 -0.1 0.0 -0.2
O 11.580 -5.922 -2.904 0.1 -0.2 0.0
H 11.352 -6.801 -3.223 0.0 0.0 -0.1
H 11.841 -6.061 -1.982 0.0 -0.1 -0.2
O -1.966 -3.972 2.208 -0.1 0.0 0.5
H -2.244 -3.061 2.384 0.1 0.1 0.1
H -1.176 -4.080 2.748 0.1 0.0 -0.1
O 2.605 -0.224 -1.504 -0.2 0.0 0.2
H 3.500 -0.020 -1.808 -0.1 0.0 -0.3
H 2.023 0.093 -2.205 0.2 0.1 -0.2
O 7.471 -0.524 -0.427 0.1 0.0 -0.2
H 7.237 -1.409 -0.731 -0.1 0.0 0.0
H 7.740 -0.656 0.486 -0.1 0.1 0.0
O -7.345 -1.754 -0.678 0.0 0.1 0.1
H -8.094 -1.707 -0.076 -0.1 -0.1 0.0
H -6.720 -1.111 -0.326 0.0 0.0 -0.1
O -0.910 8.053 -2.559 -0.2 0.1 0.0
H -1.350 7.993 -1.703 0.4 -0.1 0.1
H -0.719 8.989 -2.664 0.0 0.0 0.0
O -5.163 10.423 4.428 0.1 0.1 -0.2
H -5.669 11.209 4.190 -0.1 0.0 0.2
H -4.351 10.492 3.906 0.0 -0.1 0.0
O 5.131 0.141 -3.006 -0.5 -0.2 0.2
H 5.854 0.114 -2.369 0.2 0.2 0.0
H 5.578 0.076 -3.853 0.1 0.0 0.0
O 1.724 0.819 -4.477 0.0 -0.1 0.1
H 2.608 1.030 -4.791 0.0 0.0 0.1
H 1.141 1.136 -5.177 0.0 0.1 -0.1
O 7.568 1.266 -3.366 0.4 0.2 0.0
H 7.227 2.150 -3.197 -0.1 0.0 0.0
H 8.303 1.172 -2.749 0.0 -0.1 0.0
O 0.221 2.494 -6.680 -0.1 -0.1 0.1
H -0.652 2.582 -6.284 0.0 0.0 0.0
H 0.466 3.395 -6.915 0.1 0.0 0.0
O 0.518 -2.782 5.061 -0.2 0.2 -0.1
H -0.070 -3.131 5.737 0.1 -0.1 0.0
H 0.127 -1.932 4.825 -0.1 0.0 0.0
O -6.274 9.322 1.841 -0.1 0.1 -0.2
H -6.210 9.743 2.711 0.1 -0.2 0.0
H -6.100 8.395 2.024 0.0 0.0 0.0
O -8.361 10.290 3.524 -0.2 0.2 0.1
H -8.596 10.291 2.590 0.2 -0.1 -0.1
H -9.171 10.540 3.979 0.0 0.0 0.1
O -0.930 3.709 -0.079 0.1 0.0 0.1
H -1.207 2.978 0.482 -0.2 0.2 -0.1
H -1.542 3.682 -0.820 0.0 0.0 0.0
O 3.073 -8.117 -1.259 0.0 0.0 0.1
H 3.686 -8.039 -0.521 0.0 0.0 0.0
H 2.358 -7.512 -1.038 0.0 0.0 0.0
```
Forces are in eV/Å.



[8]
Here is a 2-piece molecular cluster, C10H7BrF2N2 overall from the OMol25 dataset. Energies are from ωB97M-V/def2-TZVPD.

Values from the calculation:
- Charge: 0
- HOMO energy: -8.759 eV
- 2S+1: 1

The geometry in XYZ format:
```
22
Properties=species:S:1:pos:R:3:forces:R:3
C 1.019 1.179 -2.972 0.0 0.1 -0.1
C 1.320 -0.144 -2.659 0.0 0.0 0.1
C 0.368 1.997 -2.071 0.0 -0.1 0.1
C 0.964 -0.692 -1.442 0.0 -0.2 0.0
C -0.666 2.008 0.314 -0.1 -0.2 0.2
C -0.773 1.022 1.229 -0.2 0.4 0.1
C -0.003 1.467 -0.838 0.2 -0.4 -0.1
C 0.284 0.119 -0.549 0.0 0.5 -0.4
C -0.253 -1.383 1.233 -1.5 -1.6 4.7
C -0.894 -1.519 3.264 1.3 0.7 -3.3
N -0.057 -2.551 0.922 0.2 -0.6 -0.3
N -0.213 -0.150 0.731 0.4 0.6 -1.0
F -0.316 -0.554 3.996 -0.1 -0.1 0.1
F -0.450 -2.696 3.679 -0.2 0.3 -0.2
Br -2.815 -1.401 3.371 0.1 -0.1 0.1
H 1.310 1.568 -3.937 0.0 0.1 -0.1
H 1.845 -0.755 -3.376 0.1 -0.1 -0.1
H 0.144 3.024 -2.309 0.0 0.1 -0.1
H 1.236 -1.710 -1.208 0.0 0.0 0.0
H -1.016 3.015 0.419 -0.1 0.2 0.1
H -1.209 1.035 2.207 -0.1 -0.1 0.2
H 0.176 -2.878 -0.005 0.0 0.3 -0.2
```
Forces are in eV/Å.



Here are the calculated max |F| numbers, same order: 0.099, 0.092, 0.215, 0.203, 0.066, 0.014, 0.032, 0.102 (hartree/bohr).